Record 1
Entry from OMol25: a molecular structure, H10O5Rb (ωB97M-V with the def2-TZVPD basis set).

Geometry as ORCA input:
```
! wB97M-V def2-TZVPD RIJCOSX def2/J DEFGRID3
* xyz 1 1
Rb 7.09010 -2.21313 -10.16782
O 6.23273 -4.94087 -10.80561
H 5.86549 -4.38205 -11.49734
H 6.55939 -5.73000 -11.25939
O 9.42861 -0.57301 -10.64924
H 9.68470 0.31480 -10.92569
H 10.26222 -0.99973 -10.41327
O 5.72526 0.40293 -10.36437
H 4.95102 0.18249 -9.82970
H 6.14821 1.13615 -9.90089
O 6.56675 -4.39032 -7.93902
H 6.52749 -4.83198 -8.80017
H 5.76093 -3.85757 -7.95424
O 4.41798 -2.56425 -9.13574
H 3.74626 -2.57328 -8.43862
H 3.95794 -2.96875 -9.88452
*
```

## Properties
Frontier orbital gap (eV): 11.052
M (g mol⁻¹): 175.5

=====

Record 2
Entry from OMol25: 10 unconnected molecules or ions with the total composition C56H56N4O12 in a non-equilibrium geometry (ωB97M-V with the def2-TZVPD basis set).

Geometry as ORCA input:
```
! wB97M-V def2-TZVPD RIJCOSX def2/J DEFGRID3
* xyz 0 1
O 1.35504 3.54352 -0.02364
C 2.10676 3.63320 1.14791
C 1.37570 3.61748 2.43565
C 2.25445 3.73557 3.65907
C 3.71011 3.57754 3.60366
O 4.53525 3.60146 4.59889
C 4.20201 3.55898 2.25764
C 3.44955 3.67320 0.98464
H 0.83630 2.73244 -0.04794
H 0.26127 3.82502 2.48922
H 1.78873 3.83818 4.56953
H 5.12539 2.88386 4.63628
H 5.18151 3.58748 2.22644
H 3.88627 3.33099 -0.00328
O -2.93533 -2.38118 -0.14120
C -3.59697 -1.90008 0.93253
C -3.37143 -2.47647 2.10527
C -4.27654 -1.98786 3.32554
C -4.89398 -0.68761 3.17040
O -5.62365 -0.28846 4.21000
C -5.03321 -0.13952 1.83342
C -4.54507 -0.76612 0.72656
H -3.36027 -2.91047 -0.54932
H -2.78158 -3.26662 2.22756
H -4.31915 -2.60253 4.21976
H -5.11094 -0.55472 4.94714
H -5.84878 0.56525 1.74698
H -4.70655 -0.16495 -0.18795
O 2.25300 -0.31680 -1.77888
C 1.14400 -0.02382 -1.21736
C 1.12994 0.08125 0.17232
C -0.08894 0.55124 0.79799
C -1.24397 0.78090 0.08488
O -2.34987 1.09459 0.82265
C -1.18997 0.48369 -1.31637
C -0.00768 0.00099 -1.95556
H 2.06685 -0.42110 -2.81448
H 1.97631 -0.04468 1.05148
H -0.18334 0.71973 1.78439
H -3.23688 0.88273 0.35553
H -2.07917 0.61740 -1.99088
H 0.02288 -0.20909 -3.10636
O 2.50306 1.72190 -4.69164
C 2.64924 3.05195 -4.25875
C 2.53178 3.40778 -2.98386
C 2.72789 4.81667 -2.64907
C 3.15559 5.75258 -3.59843
O 3.44917 7.00509 -3.27405
C 3.44039 5.27592 -4.86188
C 3.19318 4.01914 -5.23970
H 2.38628 1.52402 -5.53884
H 2.25743 2.74590 -2.08782
H 2.48718 5.01875 -1.59905
H 2.70190 7.30425 -2.64207
H 3.87748 6.00843 -5.57239
H 3.46009 3.64543 -6.25005
O 6.35596 -3.26179 4.35549
C 5.33196 -2.29009 4.35159
C 4.37002 -2.24221 5.38709
C 3.38825 -1.02424 5.35694
C 3.34215 -0.23287 4.22185
O 2.43586 0.80340 4.15660
C 4.29667 -0.40348 3.15403
C 5.25523 -1.40431 3.25295
H 6.29688 -3.97562 4.91768
H 4.24749 -2.98336 6.12741
H 2.56727 -0.83601 5.88467
H 2.75657 1.60180 3.90616
H 3.99736 0.05122 2.22350
H 6.01339 -1.51937 2.35381
O 1.66596 -3.33365 -3.74987
C 1.59537 -3.86737 -4.99711
C 2.80403 -4.07342 -5.69895
C 2.61206 -4.68053 -7.12638
C 1.35839 -5.09152 -7.59934
O 1.24471 -5.68544 -8.73222
C 0.20858 -4.84042 -6.86703
C 0.34605 -4.16626 -5.56718
H 2.53435 -2.89092 -3.58308
H 3.72000 -3.74508 -5.40651
H 3.46704 -4.92689 -7.63642
H 1.99199 -5.77000 -9.34543
H -0.73841 -5.06901 -7.28681
H -0.66043 -3.92967 -5.02866
C -4.80844 3.42354 0.16315
C -3.50811 4.08701 0.08074
C -3.25748 4.99092 -0.93772
N -4.04704 5.32142 -1.93867
C -5.31800 4.69075 -1.92338
C -5.64266 3.72596 -0.89518
H -5.27002 2.54951 0.79764
H -2.88295 3.99311 0.83811
H -2.21700 5.38592 -1.05463
H -6.03890 4.98040 -2.80326
H -6.38010 3.02768 -0.73937
C -5.53376 -1.18938 -2.92880
C -5.16417 0.17411 -3.10728
C -3.89288 0.36318 -3.60588
N -2.99371 -0.60232 -4.08531
C -3.30253 -1.87259 -3.72414
C -4.60549 -2.21105 -3.25320
H -6.39006 -1.55197 -2.51870
H -5.83190 0.90599 -3.20025
H -3.50844 1.35251 -3.92334
H -2.45148 -2.66673 -3.86077
H -4.84087 -3.29645 -3.00807
C 1.03125 -3.76485 1.81129
C 1.74476 -4.94596 2.21480
C 1.99788 -5.81778 1.17696
N 1.47920 -5.73126 -0.06705
C 0.81485 -4.59246 -0.49308
C 0.76436 -3.57037 0.45376
H 0.99973 -2.81166 2.33580
H 2.06085 -5.06644 3.30395
H 2.45466 -6.80819 1.24570
H 0.52005 -4.40536 -1.56408
H 0.34922 -2.58783 0.30860
C -0.84469 -0.66547 6.84655
C -1.86062 0.12128 7.39504
C -2.78163 0.76846 6.41691
N -2.51962 0.73363 5.10305
C -1.50981 -0.05347 4.59957
C -0.70905 -0.72375 5.48743
H -0.23157 -1.08091 7.80324
H -2.18937 0.09964 8.53075
H -3.33492 1.63459 6.54488
H -1.62068 -0.08643 3.50890
H -0.23231 -1.51223 4.89807
*
```

## Properties
Frontier orbital gap (eV): 8.124
M (g mol⁻¹): 977.1

=====

Record 3
Entry from OMol25: 2 unconnected molecules or ions with the total composition CH7NOSSi in a non-equilibrium geometry (ωB97M-V with the def2-TZVPD basis set).

Geometry as ORCA input:
```
! wB97M-V def2-TZVPD RIJCOSX def2/J DEFGRID3
* xyz 0 1
C -1.34213 -0.98983 -1.12177
N 1.35453 1.42359 1.18541
O 1.50080 -0.36730 -1.53399
Si 0.07358 0.19404 -1.48896
S 3.19664 -0.36781 -1.54957
H -2.08548 -0.64186 -0.38602
H -1.96802 -1.15165 -2.10471
H -0.96056 -1.92709 -0.63269
H 0.70931 1.90741 1.75713
H 1.99009 0.90072 1.72780
H -0.46201 1.48596 -2.17212
H 1.75008 1.98433 0.45040
*
```

## Properties
Frontier orbital gap (eV): 6.297
M (g mol⁻¹): 109.2

=====

Record 4
Entry from OMol25: a molecular structure, C33H35Cl5N4P2Sr in a non-equilibrium geometry (ωB97M-V with the def2-TZVPD basis set).

Geometry as ORCA input:
```
! wB97M-V def2-TZVPD RIJCOSX def2/J DEFGRID3
* xyz 0 1
Sr -0.70337 -2.93780 3.94676
C -0.85679 2.80808 3.86693
C -1.29473 1.93934 2.95220
C -0.68354 1.55284 1.63906
C 0.53109 0.56712 1.65054
C 1.76295 0.97559 2.40120
C 2.01095 2.16347 2.97101
C 1.31724 3.45197 2.66211
C 0.23983 3.81627 3.70828
C 1.61346 -2.56044 5.01427
H -1.39758 2.85037 4.83188
H -2.19631 1.35926 3.21229
H -0.44709 2.41037 0.99529
H -1.48282 1.01710 1.10855
H 0.18994 -0.41842 2.05343
H 0.80773 0.33184 0.60555
H 2.42471 0.13372 2.65226
H 2.82998 2.20378 3.69711
H 0.86805 3.46637 1.66451
H 2.09406 4.23228 2.71287
H 0.75235 3.94836 4.67338
H -0.22286 4.79409 3.48091
H 1.31007 -2.33747 6.07022
H 2.25153 -1.68807 4.71838
H 2.30464 -3.44758 5.09405
P 1.59489 -1.28562 -2.86784
P -1.72673 -0.83696 -2.65329
N 2.97293 -0.18920 -2.98206
N 2.31914 -2.48584 -3.97453
N -1.89840 0.93163 -2.69866
N -3.33652 -1.15798 -3.27595
C 0.61042 -0.41992 -4.19536
C -0.84039 -0.90932 -4.29078
C 3.68815 0.32079 -1.88956
C 4.70151 1.13967 -2.37295
C 4.61951 1.12925 -3.80251
C 3.53902 0.33274 -4.14868
C 2.55934 -3.80315 -3.56155
C 3.01033 -4.53392 -4.65427
C 3.07644 -3.64316 -5.77042
C 2.62918 -2.40554 -5.33400
C -1.63054 1.69213 -1.55665
C -1.63364 3.03986 -1.89029
C -1.91227 3.11974 -3.29195
C -2.01400 1.82111 -3.76714
C -4.12810 -0.42487 -4.16731
C -5.23651 -1.18563 -4.52006
C -5.12329 -2.44581 -3.83197
C -3.94697 -2.41313 -3.09823
H 1.05114 -0.55564 -5.19987
H 0.66163 0.65632 -3.95025
H -1.35388 -0.33727 -5.08002
H -0.87870 -1.96733 -4.58282
H 3.38331 0.06531 -0.88108
H 5.40648 1.71153 -1.78607
H 5.25681 1.65868 -4.49919
H 3.09778 0.15153 -5.11805
H 2.36375 -4.08882 -2.53607
H 3.23795 -5.59099 -4.66462
H 3.39542 -3.87169 -6.77711
H 2.48102 -1.50801 -5.91717
H -1.41163 1.18347 -0.63336
H -1.42722 3.86197 -1.21531
H -2.01253 4.01903 -3.88139
H -2.13850 1.47515 -4.78454
H -3.85165 0.56155 -4.49463
H -6.02778 -0.87660 -5.18481
H -5.83250 -3.25849 -3.87889
H -3.47037 -3.15791 -2.47918
Cl -2.65661 -3.23502 5.93660
C -2.04074 -1.73985 6.76747
C -1.11560 -1.00958 6.08635
C -0.57011 0.09593 6.70619
Cl 0.80328 0.82179 5.93164
C -1.05771 0.58143 7.96030
Cl -0.53621 2.10380 8.55088
C -2.01215 -0.20456 8.67502
Cl -2.62519 0.32460 10.18587
C -2.46916 -1.41124 8.07861
Cl -3.56734 -2.47844 8.87841
*
```

## Properties
Frontier orbital gap (eV): 6.134
M (g mol⁻¹): 814.5

=====

Respective electronic energy values: -406.115097; -3288.811346; -859.890503; -4511.708695 Ha.
Respective energy relative to the best compared isomer or geometry (same formula, charge and spin) values: 24.5; 0.0; 109.7; 55.5 kJ/mol.